DFT (the ωB97M-V functional and the def2-TZVPD basis) results for a molecular structure, C33H57BrFeN2O2Si.

The geometry in XYZ format:
```
97
Properties=species:S:1:pos:R:3
O 1.493 -2.336 -1.553
O 0.766 -1.048 -3.330
C 2.881 -2.818 -1.297
C 3.281 -2.568 0.140
H 3.500 -2.256 -2.005
H 2.970 -3.885 -1.570
H 2.948 -1.587 0.496
H 4.372 -2.600 0.213
H 2.909 -3.353 0.817
C 0.467 -3.320 -1.185
C 0.236 -4.210 -2.374
H -0.399 -2.709 -0.898
H 0.800 -3.878 -0.303
H -0.012 -3.630 -3.279
H -0.580 -4.903 -2.136
H 1.143 -4.795 -2.598
C -0.603 -0.783 -3.885
C 1.926 -0.842 -4.316
C -1.645 -0.718 -2.814
H -0.835 -1.565 -4.620
H -0.501 0.184 -4.389
H -1.775 -1.615 -2.195
H -2.601 -0.578 -3.326
H -1.519 0.133 -2.140
C 2.046 -2.192 -4.963
H 2.780 -0.518 -3.695
H 1.594 -0.026 -4.969
H 2.227 -2.938 -4.171
H 2.865 -2.249 -5.685
H 1.122 -2.421 -5.524
H 1.037 -1.904 -2.767
N -0.687 -0.187 2.883
C -1.640 0.122 3.793
C -2.351 1.321 3.753
C -2.412 2.188 2.660
C -1.920 -0.860 4.900
H -1.001 -1.135 5.443
H -2.372 -1.783 4.505
H -2.621 -0.398 5.612
C -3.499 3.230 2.643
H -4.273 3.023 1.888
H -3.133 4.254 2.479
H -3.994 3.216 3.621
N -1.552 2.129 1.631
C -0.135 -1.522 2.880
C 1.030 -1.819 3.623
C 1.646 -0.824 4.551
C 1.595 -3.092 3.518
H 2.515 -3.306 4.071
C 0.974 -4.080 2.752
H 1.416 -5.081 2.684
C -0.214 -3.799 2.073
H -0.731 -4.576 1.501
C -0.780 -2.523 2.125
C -2.075 -2.235 1.432
C -1.815 2.904 0.451
C -1.235 4.181 0.314
C -0.520 4.819 1.458
C -1.368 4.866 -0.895
H -0.865 5.824 -1.006
C -2.124 4.336 -1.936
H -2.188 4.860 -2.890
C -2.793 3.126 -1.751
H -3.421 2.714 -2.542
C -2.696 2.426 -0.544
C -3.491 1.179 -0.334
Fe 0.162 1.158 1.795
H 2.377 -0.188 4.040
H 2.175 -1.354 5.351
H 0.914 -0.154 5.014
H -2.008 -1.387 0.732
H -2.882 -2.003 2.144
H -2.387 -3.114 0.856
H 0.049 5.685 1.102
H 0.180 4.121 1.944
H -1.211 5.185 2.236
H -4.075 1.200 0.597
H -2.827 0.304 -0.301
H -4.192 1.038 -1.167
H -2.992 1.568 4.599
C 0.695 0.876 0.174
Si 1.799 1.781 -1.019
H -0.118 0.505 -0.483
H 1.332 -0.053 0.346
C 3.405 0.923 -1.377
C 2.215 3.429 -0.283
C 0.920 2.183 -2.612
H 1.010 3.270 -2.689
H -0.144 1.938 -2.647
H 1.422 1.738 -3.473
H 4.045 0.962 -0.492
H 3.888 1.500 -2.171
H 3.338 -0.117 -1.707
H 2.884 3.290 0.568
H 1.307 3.941 0.040
H 2.695 4.002 -1.081
Br 1.866 2.206 2.937
```

Properties
Strongest force on any atom: 7.5 eV/A
DFT total energy: -154522.6546 eV
Charge: +1
Multiplicity: 6
<S²>: 8.77
Orbital gap (spin up / spin down): 0.29472 / 0.29684 Ha
Highest occupied orbital energy (spin up / spin down): -9.983 / -10.489 eV